1.
This record from the Open Molecules 2025 dataset describes 4 unconnected molecules or ions with the total composition C5H18NO5. The level of theory is ωB97M-V with the def2-TZVPD basis set.

Computed properties:
E_tot, eV: -17205.9734
Lowest unoccupied orbital energy, eV: 3.585

```
! wB97M-V def2-TZVPD RIJCOSX def2/J DEFGRID3
* xyz -1 1
C -1.451 0.410 2.564
N -0.419 0.009 1.617
C 0.353 1.152 1.116
C 1.461 0.649 0.190
C 2.478 -0.305 0.844
O 2.843 -1.389 0.003
C -0.538 2.188 0.350
O -1.712 1.699 -0.262
H -2.187 1.105 2.132
H -1.976 -0.473 2.930
H -0.988 0.925 3.411
H -0.819 -0.460 0.813
H 0.799 1.689 1.963
H 1.016 0.150 -0.672
H 2.017 1.511 -0.207
H 3.429 0.184 1.073
H 2.069 -0.681 1.797
H 2.016 -1.868 -0.228
H -0.902 2.956 1.047
H 0.087 2.700 -0.402
H 0.837 -0.801 -3.128
H -0.610 -0.298 -2.740
O 0.103 -0.251 -3.445
H -1.088 -1.896 -1.027
H -0.877 -2.616 0.362
O -0.702 -2.753 -0.585
H -2.467 -0.664 -1.868
H -1.639 0.809 -0.789
O -1.607 -0.565 -1.443
*
```



2.
This record from the Open Molecules 2025 dataset describes a molecular structure, C5H19CsN6O5 at a distorted geometry. The level of theory is ωB97M-V with the def2-TZVPD basis set.

Computed properties:
E_tot, eV: -25222.5565
Lowest unoccupied orbital energy, eV: -0.801

```
! wB97M-V def2-TZVPD RIJCOSX def2/J DEFGRID3
* xyz 0 1
Cs -3.588 -0.066 -0.926
O -0.725 -0.103 -0.243
H -0.751 -0.554 -1.094
C -0.944 3.017 -1.974
O -1.139 4.176 -2.308
N -0.514 2.040 -2.840
N -1.077 2.531 -0.714
H -0.532 2.343 -3.800
H -0.566 1.080 -2.560
H -1.140 3.151 0.077
H -0.859 1.556 -0.493
C -2.681 -2.743 1.610
O -3.567 -1.891 1.616
N -1.514 -2.616 0.913
N -2.754 -3.966 2.190
H -0.853 -3.364 0.996
H -1.270 -1.703 0.546
H -3.567 -4.165 2.745
H -1.993 -4.611 2.120
C 0.603 1.508 2.744
O 0.829 1.968 3.862
N 1.542 1.319 1.800
N -0.621 0.997 2.353
H 1.182 0.958 0.938
H 2.499 1.596 1.918
H -1.132 0.631 3.139
H -0.795 0.708 1.395
C 3.758 -0.694 -1.971
C 2.509 -0.014 -1.498
O 1.851 -0.896 -0.603
H 4.399 -1.010 -1.146
H 4.365 -0.093 -2.649
H 3.578 -1.645 -2.478
H 1.799 0.246 -2.290
H 2.736 0.886 -0.912
H 0.931 -0.575 -0.462
*
```



3.
This record from the Open Molecules 2025 dataset describes 3 unconnected molecules or ions with the total composition C5H19N2O2 at a distorted geometry. The level of theory is ωB97M-V with the def2-TZVPD basis set.

Computed properties:
E_tot, eV: -12564.9002
Expectation value of S²: 0.751
Lowest unoccupied orbital energy (alpha / beta), eV: 0.680 / 0.449

```
! wB97M-V def2-TZVPD RIJCOSX def2/J DEFGRID3
* xyz 0 2
C 0.042 2.427 -0.427
C -0.323 1.482 0.746
C -1.475 0.494 0.519
C -1.564 -0.161 -0.871
C -0.444 -1.109 -1.308
N 0.094 -1.920 -0.184
N -0.883 3.489 -0.705
H 1.006 2.873 -0.162
H 0.222 1.806 -1.308
H 0.580 0.970 1.084
H -0.735 2.161 1.501
H -2.430 1.020 0.576
H -1.460 -0.251 1.321
H -2.532 -0.655 -1.005
H -1.605 0.694 -1.553
H -0.573 -1.700 -2.206
H 0.361 -0.414 -1.596
H 1.132 -2.107 -0.299
H -0.021 -1.511 0.744
H -0.237 -2.887 -0.257
H -1.614 3.266 -1.342
H -1.060 4.147 0.042
H 1.884 -2.798 2.013
H 1.386 -2.193 3.230
O 1.033 -2.430 2.353
H 2.902 -1.328 -1.084
H 3.437 -1.488 0.446
O 2.877 -1.881 -0.270
*
```



4.
This record from the Open Molecules 2025 dataset describes 4 unconnected molecules or ions with the total composition C5H19N2O4 at a distorted geometry. The level of theory is ωB97M-V with the def2-TZVPD basis set.

Computed properties:
E_tot, eV: -16663.5345
Lowest unoccupied orbital energy, eV: 3.410

```
! wB97M-V def2-TZVPD RIJCOSX def2/J DEFGRID3
* xyz -1 1
N -0.214 0.394 -2.004
C 0.220 0.735 -0.668
C 1.349 -0.109 0.037
C 1.814 -1.365 -0.734
O 0.732 -2.034 -1.281
C -0.993 0.903 0.284
N -0.737 2.041 1.193
C -1.883 2.622 1.832
H 0.488 0.644 -2.691
H -0.202 -0.636 -2.026
H 0.739 1.711 -0.671
H 0.879 -0.640 0.877
H 2.101 0.596 0.374
H 2.498 -1.983 -0.113
H 2.506 -1.158 -1.601
H -1.882 1.156 -0.280
H -0.946 0.010 0.920
H -0.038 1.804 1.882
H -1.577 3.392 2.543
H -2.483 1.845 2.341
H -2.453 3.201 1.089
H -1.073 -3.802 -0.068
H 0.065 -2.636 -0.314
O -0.609 -3.121 0.456
H 0.399 -3.035 1.726
H 0.776 -2.379 3.131
O 1.000 -3.113 2.519
H -0.287 3.076 -1.161
H -0.719 2.962 -2.692
O -0.450 3.558 -1.998
*
```



5.
This record from the Open Molecules 2025 dataset describes 5 unconnected molecules or ions with the total composition C5H19N2O5 at a distorted geometry. The level of theory is ωB97M-V with the def2-TZVPD basis set.

Computed properties:
E_tot, eV: -18710.7486
Lowest unoccupied orbital energy, eV: 3.509

```
! wB97M-V def2-TZVPD RIJCOSX def2/J DEFGRID3
* xyz -1 1
C 1.405 1.401 -0.150
O 0.887 0.825 1.032
C 1.570 0.459 -1.379
C 0.295 0.397 -2.241
C -0.803 -0.606 -1.758
N -1.753 1.732 -0.019
C -2.544 0.873 -0.790
N -2.134 -0.119 -1.495
H 0.831 2.263 -0.534
H 2.410 1.798 0.227
H 1.621 -0.508 -0.843
H 2.507 0.636 -1.989
H -0.066 1.401 -2.391
H 0.539 -0.138 -3.263
H -0.359 -1.100 -0.805
H -1.098 -1.385 -2.530
H -2.137 2.123 0.884
H -0.803 1.520 0.060
H -3.596 1.351 -0.941
H -0.696 -0.763 2.510
H 0.219 -1.933 1.977
O -0.515 -1.717 2.642
H 0.231 1.567 2.174
H -0.192 2.373 3.586
O -0.433 1.855 2.880
H 1.936 -1.706 1.616
H 1.058 -0.480 0.940
O 1.395 -1.590 0.853
H 0.652 -2.458 -1.270
H 1.926 -2.536 -0.476
O 1.480 -2.954 -1.230
*
```



6.
This record from the Open Molecules 2025 dataset describes 4 unconnected molecules or ions with the total composition C5H19NO4S at a distorted geometry. The level of theory is ωB97M-V with the def2-TZVPD basis set.

Computed properties:
E_tot, eV: -26007.2969
Expectation value of S²: 0.751
Lowest unoccupied orbital energy (alpha / beta), eV: 2.966 / 2.874

```
! wB97M-V def2-TZVPD RIJCOSX def2/J DEFGRID3
* xyz -1 2
C -0.734 0.422 0.102
N -0.846 -0.734 -0.828
C -0.297 -1.960 -0.287
O 1.115 -2.091 -0.497
C 0.293 1.455 -0.367
C 1.713 1.447 0.224
C 1.864 1.084 1.691
S 0.770 1.833 2.968
H -1.701 0.906 0.195
H -0.512 0.023 1.087
H -0.403 -0.486 -1.699
H -0.434 -1.986 0.794
H -0.816 -2.784 -0.773
H 1.611 -1.267 -0.527
H 0.387 1.466 -1.454
H -0.110 2.439 -0.099
H 2.364 0.775 -0.354
H 2.161 2.438 0.095
H 1.692 0.017 1.870
H 2.887 1.161 2.050
H -0.321 1.094 2.717
H 1.718 -3.101 1.206
H 1.245 -2.679 2.559
O 1.902 -3.262 2.149
H -3.808 1.037 -0.416
H -2.840 0.085 -1.244
O -3.613 0.670 -1.284
H -1.761 0.008 -3.706
H -2.153 1.264 -2.981
O -1.374 0.726 -3.191
*
```



7.
This record from the Open Molecules 2025 dataset describes 6 unconnected molecules or ions with the total composition C5H19NO7 at a distorted geometry. The level of theory is ωB97M-V with the def2-TZVPD basis set.

Computed properties:
Structure (SMILES): C[C@H](C=O)N(C)C=O.O.O.O.O.O
E_tot, eV: -21311.7588
Lowest unoccupied orbital energy, eV: 0.155

```
! wB97M-V def2-TZVPD RIJCOSX def2/J DEFGRID3
* xyz 0 1
C 1.354 -1.937 -2.142
C 1.430 -1.367 -0.654
C 0.675 -2.514 0.220
O 1.441 -3.137 0.957
N 0.805 -0.062 -0.591
C 0.888 0.913 -1.713
C 0.400 0.513 0.625
O 0.381 -0.222 1.545
H 2.458 -2.165 -2.202
H 1.115 -2.972 -2.236
H 0.649 -1.381 -2.768
H 2.476 -1.259 -0.316
H -0.314 -2.816 0.006
H 0.847 1.989 -1.547
H 1.927 0.744 -2.260
H 0.131 0.505 -2.478
H 0.218 1.574 0.587
O -1.510 2.924 1.074
H -2.106 2.744 1.726
H -0.739 3.129 1.684
O -2.111 -1.282 1.936
H -1.298 -1.248 2.482
H -2.231 -2.143 1.534
O 2.458 2.474 1.647
H 1.400 2.452 1.340
H 3.201 1.967 1.290
O -1.761 2.666 -1.672
H -1.953 3.148 -0.864
H -2.528 2.272 -1.839
O -2.816 -0.654 -1.280
H -2.301 -0.998 -0.431
H -3.714 -0.902 -1.233
*
```



8.
This record from the Open Molecules 2025 dataset describes a molecular structure, C5H20BeN10O9S at a distorted geometry. The level of theory is ωB97M-V with the def2-TZVPD basis set.

Computed properties:
E_tot, eV: -50073.3375
Lowest unoccupied orbital energy, eV: -0.277

```
! wB97M-V def2-TZVPD RIJCOSX def2/J DEFGRID3
* xyz 0 1
Be -0.482 0.097 -0.380
S -3.062 0.663 -2.055
O -1.721 1.334 -2.041
O -4.067 1.510 -1.482
O -3.413 0.155 -3.361
O -2.809 -0.403 -1.034
C -1.444 -0.572 3.055
O -1.299 -0.261 1.842
N -0.711 -1.439 3.678
N -2.398 -0.101 3.721
H 0.016 -1.757 3.053
H -0.828 -1.678 4.653
H -2.664 -0.580 4.569
H -2.980 0.614 3.308
C -0.534 2.941 1.720
O -0.684 2.107 0.886
N -1.321 3.971 1.732
N 0.368 3.066 2.602
H -0.934 4.605 2.416
H -2.079 4.228 1.115
H 0.322 3.839 3.251
H 1.132 2.407 2.641
C 1.489 2.460 -2.115
O 1.319 1.969 -1.021
N 0.691 2.538 -3.022
N 2.648 2.842 -2.507
H -0.279 2.265 -2.950
H 0.909 3.151 -3.795
H 2.665 3.201 -3.451
H 3.416 2.442 -1.988
C 0.648 -3.216 0.995
O 0.231 -2.260 0.420
N 1.606 -3.064 1.829
N 0.185 -4.467 0.774
H 2.039 -2.154 1.905
H 1.767 -3.929 2.324
H -0.640 -4.693 0.237
H 0.701 -5.172 1.282
C 1.372 -1.681 -2.632
O 0.880 -0.629 -2.318
N 0.599 -2.656 -2.995
N 2.616 -1.897 -2.723
H -0.365 -2.354 -3.002
H 0.996 -3.492 -3.399
H 3.300 -1.177 -2.542
H 2.797 -2.772 -3.195
*
```